C46H96N5O4S2 | wB97M-V/def2-TZVPD

Element x y z (Å)
C: 1.463 6.335 -0.840
C: 0.654 5.195 0.053
O: 0.618 5.288 1.391
O: 0.029 4.095 -0.705
C: 0.819 2.900 -0.367
N: 0.842 1.826 -1.433
C: 0.186 0.489 -1.160
C: -0.646 -0.095 0.129
C: -2.247 0.218 -0.120
N: -2.702 -0.131 -1.550
C: 0.506 -0.340 -2.546
C: 0.041 -1.930 -2.773
C: 1.411 -2.820 -2.437
C: 1.083 -4.368 -1.983
S: 2.026 -4.665 -0.380
C: 3.847 -4.123 -0.582
S: 4.342 -2.584 0.019
N: 4.749 -5.116 -1.278
C: 5.483 -4.527 -2.460
C: 6.976 -3.935 -2.134
O: 7.786 -5.103 -1.654
C: 7.220 -5.385 -0.325
C: 5.653 -5.867 -0.329
N: 1.269 0.519 -3.560
C: 1.677 0.046 -4.939
C: 3.297 -0.113 -5.156
C: 3.497 -0.921 -6.605
C: 3.356 -2.571 -6.389
N: 3.876 -3.352 -7.592
C: 1.462 1.835 -2.837
C: 2.288 3.138 -3.481
C: 3.845 2.974 -2.892
O: 3.968 1.629 -2.239
H: 0.691 6.887 -1.532
H: 2.281 5.852 -1.542
H: 1.992 7.134 -0.142
H: 1.950 3.200 -0.143
H: 0.389 2.466 0.653
H: -0.533 -1.280 0.106
H: -0.270 0.309 1.166
H: -2.542 1.351 0.045
H: -2.927 -0.408 0.602
H: -3.610 -0.643 -1.520
H: -2.889 0.758 -2.098
H: -0.828 -2.169 -1.992
H: -0.330 -2.063 -3.877
H: 2.187 -2.824 -3.314
H: 1.889 -2.280 -1.484
H: 1.360 -5.095 -2.856
H: -0.084 -4.477 -1.813
H: 5.527 -5.248 -3.410
H: 4.829 -3.597 -2.824
H: 7.510 -3.531 -3.104
H: 6.981 -3.141 -1.274
H: 7.848 -6.296 0.122
H: 7.446 -4.478 0.413
H: 5.237 -5.651 0.769
H: 5.559 -7.050 -0.452
H: 1.206 -1.022 -5.140
H: 1.194 0.771 -5.752
H: 3.839 -0.702 -4.283
H: 3.736 0.977 -5.293
H: 2.559 -0.606 -7.266
H: 4.478 -0.617 -7.166
H: 2.233 -2.878 -6.218
H: 4.014 -2.892 -5.464
H: 3.794 -4.370 -7.351
H: 3.203 -3.218 -8.404
H: 2.392 3.079 -4.645
H: 1.895 4.169 -3.078
H: 4.064 3.790 -2.077
H: 4.619 2.995 -3.768
H: 4.735 1.638 -1.589
C: 6.335 -9.614 -2.582
C: 4.973 -9.625 -1.906
C: 4.972 -10.362 -0.565
C: 5.319 -11.855 -0.639
C: 4.416 -12.688 -1.552
C: 2.965 -12.708 -1.101
H: 6.677 -10.624 -2.821
H: 6.285 -9.050 -3.519
H: 7.083 -9.137 -1.940
H: 4.230 -10.059 -2.583
H: 4.660 -8.588 -1.733
H: 3.989 -10.239 -0.096
H: 5.689 -9.875 0.109
H: 5.278 -12.269 0.377
H: 6.358 -11.972 -0.969
H: 4.792 -13.718 -1.565
H: 4.476 -12.328 -2.585
H: 2.878 -13.112 -0.087
H: 2.371 -13.339 -1.769
H: 2.524 -11.707 -1.113
C: -5.926 1.970 1.275
C: -6.042 1.534 -0.178
C: -5.882 2.691 -1.167
C: -6.945 3.793 -1.063
C: -8.391 3.320 -1.234
C: -8.667 2.723 -2.604
H: -6.710 2.679 1.549
H: -6.018 1.101 1.936
H: -4.953 2.436 1.464
H: -6.999 1.025 -0.334
H: -5.263 0.791 -0.384
H: -5.876 2.285 -2.185
H: -4.896 3.150 -1.020
H: -6.728 4.554 -1.822
H: -6.852 4.299 -0.095
H: -9.056 4.179 -1.087
H: -8.653 2.594 -0.456
H: -8.459 3.450 -3.395
H: -9.718 2.429 -2.682
H: -8.060 1.831 -2.787
C: -7.130 2.786 6.926
C: -6.967 3.845 5.847
C: -8.124 4.846 5.806
C: -9.497 4.245 5.479
C: -9.577 3.490 4.150
C: -9.307 4.374 2.943
H: -8.020 2.174 6.762
H: -6.263 2.117 6.930
H: -7.204 3.249 7.916
H: -6.843 3.361 4.872
H: -6.038 4.396 6.035
H: -7.886 5.630 5.078
H: -8.192 5.350 6.779
H: -10.236 5.057 5.472
H: -9.802 3.570 6.286
H: -10.583 3.064 4.052
H: -8.885 2.641 4.148
H: -10.021 5.202 2.899
H: -9.405 3.792 2.020
H: -8.296 4.791 2.965
C: 2.566 6.280 3.771
C: 2.567 5.982 5.263
C: 1.206 6.211 5.923
C: 0.688 7.655 5.872
C: 1.615 8.701 6.497
C: 1.844 8.484 7.984
H: 2.332 7.327 3.567
H: 3.553 6.072 3.346
H: 1.835 5.653 3.251
H: 3.340 6.582 5.757
H: 2.853 4.934 5.410
H: 1.260 5.880 6.967
H: 0.463 5.562 5.441
H: -0.283 7.691 6.380
H: 0.493 7.935 4.831
H: 1.167 9.691 6.353
H: 2.578 8.723 5.975
H: 0.897 8.509 8.531
H: 2.488 9.274 8.385
H: 2.333 7.527 8.183

Calculated values
Lowest unoccupied orbital energy (eV): -3.20
2S+1: 1
Highest occupied orbital energy (eV): -10.476
Charge: +1